i) Density functional theory data (the ωB97M-V functional and the def2-TZVPD basis) for a single C4H9NO2 molecule.

Each line ends with the natural charge from an NBO analysis.
Element x y z (Å)
C (2.030, -0.503, -0.968)  -0.42
N (0.870, 0.320, -0.671)  -0.64
C (0.548, 0.360, 0.728)  0.10
O (-0.468, 1.289, 1.031)  -0.51
C (-1.719, 0.925, 0.480)  -0.17
C (-1.865, -0.589, 0.295)  0.40
O (-1.614, -1.126, -0.762)  -0.52
H (1.899, -1.579, -0.749)  0.17
H (2.276, -0.400, -2.029)  0.21
H (2.893, -0.148, -0.393)  0.19
H (1.438, 0.647, 1.299)  0.19
H (-2.486, 1.305, 1.165)  0.20
H (-1.851, 1.369, -0.515)  0.19
H (0.186, -0.619, 1.113)  0.12
H (-2.206, -1.198, 1.154)  0.13
H (0.070, -0.053, -1.180)  0.38

Calculated values
- E_LUMO (eV) = 0.50
- structure (SMILES) = CNCOCC=O
- Kohn-Sham gap (hartree) = 0.352


ii) Density functional theory data (the ωB97M-V functional and the def2-TZVPD basis) for a single C4H9NO2 molecule.

Each line ends with the natural charge from an NBO analysis.
Element x y z (Å)
C (0.986, 0.116, -1.120)  -0.75
C (0.344, -0.961, -0.205)  0.11
O (1.149, -2.091, 0.139)  -0.72
C (0.029, -0.168, 1.065)  -0.52
C (-0.678, 1.091, 0.585)  0.71
O (-0.123, 2.160, 0.316)  -0.65
N (-1.995, 0.963, 0.362)  -0.81
H (2.050, 0.117, -0.897)  0.21
H (0.750, 1.283, -0.736)  0.31
H (0.858, -0.189, -2.176)  0.21
H (-0.598, -1.361, -0.622)  0.16
H (1.776, -2.251, -0.578)  0.47
H (-0.569, -0.712, 1.804)  0.22
H (0.984, 0.118, 1.514)  0.24
H (-2.450, 1.737, -0.095)  0.41
H (-2.512, 0.151, 0.644)  0.40

Calculated values
- E_LUMO (eV) = 0.82
- structure (SMILES) = C[C@@H](O)CC(N)=O
- Kohn-Sham gap (hartree) = 0.387


iii) Density functional theory data (the ωB97M-V functional and the def2-TZVPD basis) for a single C4H9NO2 molecule.

Each line ends with the natural charge from an NBO analysis.
Element x y z (Å)
C (-1.864, -0.255, 0.331)  -0.62
C (-0.381, -0.318, 0.616)  -0.03
C (0.190, -1.627, 0.158)  -0.65
N (0.195, 0.783, -0.258)  -0.65
C (1.425, 1.103, -0.723)  0.88
O (1.503, 2.462, -0.866)  -0.71
O (2.323, 0.377, -1.054)  -0.64
H (-2.365, -1.061, 0.874)  0.22
H (-2.057, -0.242, -0.735)  0.23
H (-2.332, 0.612, 0.819)  0.21
H (-0.059, -0.024, 1.612)  0.20
H (0.186, -1.908, -0.894)  0.23
H (-0.125, -2.499, 0.740)  0.21
H (1.278, -1.662, 0.338)  0.23
H (-0.352, 1.609, -0.026)  0.39
H (2.435, 2.649, -0.932)  0.49

Calculated values
- E_LUMO (eV) = 0.80
- structure (SMILES) = CC(C)NC(=O)O
- Kohn-Sham gap (hartree) = 0.394


iv) Density functional theory data (the ωB97M-V functional and the def2-TZVPD basis) for 3 unconnected molecules or ions with the total composition C4H9NO2.

Each line ends with the natural charge from an NBO analysis.
Element x y z (Å)
C (-0.782, -0.767, -1.810)  -0.32
C (0.113, 0.323, -1.882)  -0.08
N (1.007, 0.195, -0.827)  -0.52
C (0.648, -0.905, -0.065)  -0.09
C (-0.398, -1.547, -0.689)  -0.32
H (-1.617, -1.012, -2.401)  0.22
H (0.337, 0.989, -2.754)  0.22
H (1.866, 0.861, -0.666)  0.45
H (0.990, -0.886, 0.932)  0.21
H (-0.920, -2.498, -0.337)  0.23
H (-1.852, -0.235, 1.298)  0.49
H (-2.091, -0.636, 2.882)  0.48
O (-1.418, -0.154, 2.195)  -0.97
H (1.206, 2.817, 1.553)  0.48
H (1.216, 1.334, 1.486)  0.48
O (1.695, 2.121, 1.087)  -0.95

Calculated values
- E_LUMO (eV) = 0.64
- structure (SMILES) = c1cc[nH]c1.O.O
- Kohn-Sham gap (hartree) = 0.321


Which of them is most stable? Easy: iii).